C3H7N3O | ωB97M-V/def2-TZVPD

Each line ends with the natural charge from an NBO analysis.
Cartesian coordinates (Å):
C 0.6308 -1.9412 0.2802  -0.410
N -0.6551 -1.5146 -0.2147  -0.517
C -0.9408 -0.2819 -0.1996  0.456
N -2.1120 0.3689 -0.2702  -0.845
C 0.1357 1.2078 -0.1321  0.577
N 1.4686 1.4842 -0.1724  -0.814
O -0.5756 2.2158 -0.0864  -0.648
H 0.4944 -2.4327 1.2564  0.200
H 1.3027 -1.0813 0.4278  0.149
H 1.1120 -2.6683 -0.3844  0.198
H -1.8371 1.4184 -0.1521  0.438
H -2.9614 -0.0844 0.0582  0.406
H 2.2287 0.8321 -0.2186  0.401
H 1.7091 2.4771 -0.1920  0.408

Properties
SMILES ... C/N=C(/N)C(N)=O
Lowest unoccupied orbital energy ... 0.88 eV
Total charge ... 0
Energy above the lowest of the compared OMol25 structures with the same formula, charge and spin ... 184.0 kJ/mol
Gap between HOMO and LUMO ... 9.6 eV



C3H12N2OS | ωB97M-V/def2-TZVPD

Each line ends with the natural charge from an NBO analysis.
Cartesian coordinates (Å):
N -0.3513 1.6514 0.7438  -0.899
C -0.1820 0.9664 -0.5639  -0.215
C -1.0123 -0.3475 -0.6601  -0.070
N -0.4987 -1.2453 0.3469  -0.838
C -1.1067 -0.9168 -2.0391  -0.540
S -2.4417 -2.1229 -2.1618  -0.031
H 0.2573 2.3906 1.0450  0.390
H -1.3722 1.6460 1.0881  0.378
H -0.4531 1.6184 -1.4363  0.157
H 0.8415 0.6031 -0.8019  0.176
H -2.0420 0.0594 -0.4029  0.186
H 0.4591 -1.4942 0.0811  0.342
H -0.3549 -0.8210 1.2272  0.377
H -1.3209 -0.0690 -2.6932  0.235
H -0.0984 -1.2594 -2.5133  0.213
H -2.1179 -2.9151 -1.1448  0.140
O 3.5877 0.8233 3.6068  -0.928
H 4.0716 -0.0746 3.1467  0.463
H 4.1349 1.5072 3.1317  0.465

Properties
SMILES ... NC[C@H](N)CS.O
Lowest unoccupied orbital energy ... 0.56 eV
Total charge ... 0
Energy above the lowest of the compared OMol25 structures with the same formula, charge and spin ... 149.7 kJ/mol
Gap between HOMO and LUMO ... 9.4 eV



CH3ClFOP | ωB97M-V/def2-TZVPD

Each line ends with the natural charge from an NBO analysis.
Cartesian coordinates (Å):
C -1.0465 0.0607 -0.1322  -0.241
O 0.0781 -0.4698 -0.8140  -0.832
P 1.5835 -0.6098 -0.4080  1.552
F 1.3772 -1.1007 1.1888  -0.598
Cl 2.0684 1.6179 0.0448  -0.472
H -1.7109 -0.0494 -0.8673  0.192
H -0.9397 1.0699 0.2016  0.205
H -1.4101 -0.5188 0.7863  0.194

Properties
SMILES ... COP(F)Cl
Lowest unoccupied orbital energy ... 0.24 eV
Total charge ... 0
Energy above the lowest of the compared OMol25 structures with the same formula, charge and spin ... 161.9 kJ/mol
Gap between HOMO and LUMO ... 10.9 eV



C6H12N2O2S | ωB97M-V/def2-TZVPD

Each line ends with the Mulliken spin population.
Cartesian coordinates (Å):
C -3.3519 1.1189 0.5164  -0.002
C -2.1923 0.4704 0.4283  -0.022
C -1.1981 0.8418 -0.4786  -0.020
C -0.0134 0.3680 -0.4518  0.629
C 1.8233 -0.4261 -1.8187  0.000
C 2.0943 1.5524 -0.4837  -0.005
N -0.4019 -2.6329 1.3027  0.242
N 1.1899 0.5128 -0.9520  0.343
O 1.7504 -1.2938 1.5973  0.203
O -0.2543 -0.7889 3.0171  0.254
S 0.2892 -1.0732 1.6933  0.337
H -4.0813 0.6544 1.0124  0.002
H -3.5898 1.9987 -0.0320  -0.005
H -1.8943 -0.4211 1.0341  -0.021
H -1.4178 1.7527 -1.0499  0.048
H 2.7755 -0.0579 -2.2709  0.005
H 2.1141 -1.3254 -1.2552  0.009
H 1.1013 -0.8600 -2.6216  0.017
H 1.8045 1.9030 0.4140  -0.008
H 3.1652 1.0588 -0.3164  0.005
H 2.1633 2.2782 -1.2763  0.019
H -1.2148 -3.0499 1.7208  -0.018
H -0.6611 -2.5810 0.2707  -0.011

Properties
Lowest unoccupied orbital energy (spin up / spin down) ... 0.70 / -2.59 eV
2S+1 ... 3
Total charge ... 0
Energy above the lowest of the compared OMol25 structures with the same formula, charge and spin ... 0.0 kJ/mol
⟨S²⟩ ... 2.0120
Gap between HOMO and LUMO (spin up / spin down) ... 6.8 / 6.0 eV



C19H40OP2Ti | ωB97M-V/def2-TZVPD

Each line ends with the Mulliken spin population.
Cartesian coordinates (Å):
P -0.8487 1.2645 -1.5311  -0.121
P -2.1586 -1.9464 -1.3938  0.072
C -1.6896 0.3642 -2.9224  -0.013
C -2.7884 -0.5393 -2.3814  0.158
H -0.9314 -0.1551 -3.5191  -0.042
H -2.1266 1.1353 -3.5715  0.008
H -3.4838 0.0154 -1.7262  0.051
H -3.4093 -0.9534 -3.1917  0.012
C -2.0073 -3.4231 -2.4148  0.065
H -1.2044 -4.0549 -2.0048  0.010
H -1.7683 -3.1656 -3.4564  -0.012
H -2.9461 -3.9945 -2.3949  -0.006
C -3.5495 -2.3577 -0.2622  0.329
H -4.1357 -3.1503 -0.7456  -0.071
H -4.2225 -1.5027 -0.1182  0.061
H -3.2336 -2.7397 0.7154  0.022
C 0.5644 1.9198 -2.8149  -0.006
H 1.5304 2.3356 -2.3091  0.047
H 0.1064 2.7342 -3.3873  -0.029
H 0.8721 1.1069 -3.4849  -0.015
C -2.1664 2.5352 -1.4082  -0.026
H -2.9174 2.2294 -0.6650  0.003
H -2.6354 2.6197 -2.4002  0.007
H -1.7726 3.5148 -1.1318  -0.003
Ti 1.0719 2.0997 -0.5778  1.064
C -0.1356 -1.4735 2.8247  0.012
C 0.4338 -2.5011 2.1716  0.003
C 0.0516 -3.2183 0.8926  0.051
C 0.5897 -2.4984 -0.3405  -0.095
C -0.4404 -1.5757 -0.9940  0.266
C -0.5529 -0.2555 -0.2203  0.278
C -1.4840 -0.2734 0.9796  -0.179
C -0.7672 -0.1919 2.3321  0.049
C 0.5248 3.8265 0.2778  0.040
H -0.1941 -1.5329 3.9250  0.004
H 1.1878 -3.0771 2.7162  0.002
H -1.0156 -3.3882 0.8172  -0.014
H 0.4971 -4.2302 0.8626  -0.005
H 1.4553 -1.8905 -0.0411  0.010
H 0.9860 -3.2055 -1.0923  -0.005
H 0.0111 -1.3303 -1.9861  0.264
H 0.4844 0.0305 0.1284  -0.149
H -2.0791 -1.1922 1.0446  -0.072
H -2.1897 0.5738 0.9124  -0.019
H -0.0952 0.6763 2.3407  -0.001
H -1.5399 0.0560 3.0687  0.007
H 0.3626 3.7122 1.3676  -0.010
H -0.3251 4.3137 -0.2092  0.012
H 1.4648 4.4023 0.0799  -0.014
C 2.4631 1.9271 2.8041  0.011
C 3.2202 1.3109 1.6252  -0.027
C 4.4695 2.1231 1.2535  0.008
C 3.6383 -0.1164 1.9867  -0.004
O 2.3672 1.2778 0.4683  0.013
H 3.0848 1.8808 3.7106  -0.001
H 1.5385 1.3667 2.9977  0.003
H 2.2157 2.9833 2.5991  -0.001
H 5.2149 2.0513 2.0591  0.000
H 4.9067 1.7452 0.3215  0.000
H 4.2081 3.1917 1.1332  0.000
H 2.7841 -0.7251 2.3094  0.001
H 4.1589 -0.5997 1.1455  0.000
H 4.3505 -0.0652 2.8259  0.000

Properties
Lowest unoccupied orbital energy (spin up / spin down) ... 0.55 / 0.40 eV
2S+1 ... 3
Total charge ... 0
Energy above the lowest of the compared OMol25 structures with the same formula, charge and spin ... 128.5 kJ/mol
⟨S²⟩ ... 2.0106
Gap between HOMO and LUMO (spin up / spin down) ... 3.5 / 6.0 eV



H11O6 | ωB97M-V/def2-TZVPD

Each line ends with the natural charge from an NBO analysis.
Cartesian coordinates (Å):
O 1.4019 -0.7480 -0.7582  -1.296
H 2.3222 -0.8391 -0.9558  0.440
O 1.3413 -0.2967 2.1177  -0.979
H 2.2854 -0.4515 2.0781  0.450
H 1.0258 -0.4728 1.2068  0.511
O -1.2843 -0.4889 -0.5844  -0.990
H -1.4744 -0.5307 -1.5135  0.452
H -0.2996 -0.4810 -0.6165  0.522
O 0.9083 1.6138 -1.5850  -1.045
H 0.3578 1.4770 -2.3357  0.447
H 1.2803 0.7261 -1.2425  0.510
O -1.7583 -2.2201 1.4233  -0.962
H -2.0672 -3.1188 1.3781  0.445
H -1.2315 -2.0285 0.6175  0.503
O -0.9209 2.9740 0.5169  -0.971
H -1.6597 2.4531 0.1788  0.459
H -0.2270 2.4320 0.0743  0.503

Properties
Lowest unoccupied orbital energy ... 3.84 eV
Total charge ... -1
Energy above the lowest of the compared OMol25 structures with the same formula, charge and spin ... 103.8 kJ/mol
Gap between HOMO and LUMO ... 8.9 eV



no.,F_max (eV Å⁻¹)
1,1.85
2,5.23
3,4.10
4,4.73
5,2.93
6,1.74